This record from OMol25 describes the ion C27H49N3O7PS2 with charge +1. The level of theory is ωB97M-V with the def2-TZVPD basis set.

Its net charge is +1. The HOMO energy is -11.03 eV.

Atoms and positions in Å:
C -1.008 8.032 -0.192
C -0.243 6.801 -0.585
O -1.094 5.915 -1.288
C -0.482 4.687 -1.634
C -1.369 3.551 -1.143
C -1.071 2.241 -1.872
C 0.131 1.481 -1.295
C -0.217 0.768 0.034
C -0.318 -0.764 -0.094
C 1.068 -1.281 -0.577
C 1.126 -2.008 -1.929
P 2.790 -2.746 -2.126
O 3.568 -2.557 -0.896
O 3.427 -2.040 -3.387
C 3.998 -0.740 -3.163
C 5.490 -0.811 -2.918
O 2.668 -4.231 -2.636
C 1.770 -5.124 -1.957
C 2.115 -5.382 -0.502
N -1.436 -1.050 -1.057
C -2.041 -2.431 -0.928
C -1.303 -3.332 0.051
C -2.148 -4.583 0.280
C -1.922 -5.595 -0.845
O -3.168 -6.166 -1.249
C -3.091 -6.700 -2.491
O -3.268 -7.828 -2.713
O -0.981 -2.735 1.279
C -0.693 -1.339 1.276
C -1.842 -0.588 1.994
C -1.330 0.280 3.149
C -2.173 1.542 3.391
S -1.374 3.040 2.729
C -1.235 4.070 4.192
S -2.409 5.025 4.699
N -0.009 3.958 4.860
C 1.254 4.119 4.326
C 2.140 3.892 5.351
N 1.453 3.573 6.505
C 0.181 3.631 6.193
H -1.456 8.515 -1.055
H -1.791 7.803 0.524
H -0.336 8.743 0.280
H 0.153 6.318 0.314
H 0.608 7.094 -1.206
H 0.510 4.609 -1.186
H -0.386 4.656 -2.719
H -1.286 3.456 -0.062
H -2.382 3.849 -1.400
H -1.950 1.597 -1.945
H -0.810 2.488 -2.900
H 0.476 0.782 -2.057
H 0.931 2.187 -1.104
H 0.546 0.967 0.778
H -1.165 1.189 0.354
H 1.438 -1.966 0.180
H 1.773 -0.463 -0.579
H 1.054 -1.271 -2.732
H 0.318 -2.713 -2.094
H 3.506 -0.206 -2.350
H 3.820 -0.154 -4.061
H 5.682 -1.041 -1.876
H 5.936 0.155 -3.131
H 5.914 -1.588 -3.542
H 0.737 -4.789 -2.043
H 1.839 -6.059 -2.499
H 1.658 -6.321 -0.205
H 3.188 -5.438 -0.365
H 1.772 -4.589 0.158
H -2.171 -0.383 -0.820
H -1.191 -0.831 -2.021
H -1.990 -2.904 -1.904
H -3.095 -2.336 -0.696
H -0.375 -3.675 -0.413
H -3.202 -4.338 0.342
H -1.798 -5.039 1.198
H -1.449 -5.132 -1.718
H -1.248 -6.383 -0.517
H -2.872 -6.003 -3.309
H 0.198 -1.211 1.883
H -2.455 -0.002 1.310
H -2.491 -1.355 2.401
H -1.359 -0.317 4.055
H -0.301 0.590 3.002
H -2.306 1.689 4.457
H -3.166 1.467 2.962
H 1.445 4.388 3.306
H 3.211 3.933 5.303
H -0.635 3.455 6.871

=====

This record from OMol25 describes an isolated molecule of C3H10N4O. The level of theory is ωB97M-V with the def2-TZVPD basis set.

The HOMO energy is -9.25 eV.

Atoms and positions in Å:
C -0.239 1.679 0.871
N 0.745 0.639 0.554
N 1.913 1.357 -0.149
C 0.283 -0.439 -0.317
N 0.021 0.002 -1.680
C -1.038 -1.127 0.324
N -0.894 -2.434 0.697
O -2.140 -0.591 0.375
H -0.675 2.138 -0.022
H -1.037 1.305 1.519
H 0.231 2.480 1.455
H 2.761 0.806 -0.005
H 1.769 1.337 -1.168
H 1.057 -1.214 -0.349
H -0.300 -0.793 -2.227
H -0.747 0.672 -1.644
H -1.715 -2.924 1.031
H 0.005 -2.893 0.737

=====

Table of F_max (eV Å⁻¹), in record order: 2.40, 2.45
Table of LUMO (eV), in record order: -3.15, 0.77
Table of E (eV), in record order: -78549.3738, -11280.2435